Record 1
Molecular formula: C4H14NO3
Method: DFT, ωB97M-V/def2-TZVPD

LUMO level: -2.86 eV
ΔE to the lowest compared entry with this formula, charge and spin: 19.21 kcal per mole

ORCA input file:
```
! RIJCOSX wB97M-V def2-TZVPD def2/J DEFGRID3
* xyz 1 1
C 0.504 -1.154 0.449
C -0.287 -0.979 -0.847
C -1.753 -0.563 -0.633
C -2.068 0.606 -1.535
O -1.298 1.415 -2.005
N 1.236 0.147 0.839
H 0.050 -1.437 1.399
H 1.317 -1.846 0.211
H 0.171 -0.119 -1.340
H -0.165 -1.959 -1.308
H -2.512 -1.333 -0.766
H -1.864 -0.196 0.401
H -3.098 0.764 -1.873
H 0.545 0.860 0.605
H 1.948 0.408 0.104
H 1.606 0.256 1.766
H 2.173 0.218 -2.212
H 2.706 1.604 -1.776
O 2.515 0.732 -1.477
H -0.349 1.457 3.742
H -1.031 0.261 3.257
O -0.344 0.860 3.001
*
```

=====

Record 2
Molecular formula: C3H2Cl2O
Method: DFT, ωB97M-V/def2-TZVPD

LUMO level (spin up / spin down): 0.65 / -3.89 eV
⟨S²⟩: 2.010
ΔE to the lowest compared entry with this formula, charge and spin: 45.12 kcal per mole

ORCA input file:
```
! RIJCOSX wB97M-V def2-TZVPD def2/J DEFGRID3
* xyz 0 3
C -0.957 -0.055 0.042
C 0.269 -0.824 0.369
C 0.151 0.831 -0.386
O -2.137 -0.123 0.084
Cl 0.922 -0.832 1.966
Cl 0.614 0.979 -2.044
H 0.628 -1.582 -0.305
H 0.510 1.605 0.272
*
```

=====

Record 3
Molecular formula: C5H10N
Method: DFT, ωB97M-V/def2-TZVPD

LUMO level: -4.17 eV
ΔE to the lowest compared entry with this formula, charge and spin: 101.11 kcal per mole

ORCA input file:
```
! RIJCOSX wB97M-V def2-TZVPD def2/J DEFGRID3
* xyz 1 1
C -0.906 -0.462 0.679
C -1.919 -0.596 1.471
C 1.278 -0.254 0.999
C -0.240 -0.285 -0.679
C -0.162 1.140 -1.286
N 1.196 -0.508 -0.428
H -2.989 -0.727 1.222
H -1.685 -0.654 2.502
H 1.264 0.835 1.110
H 1.793 -0.777 1.792
H -0.708 -0.977 -1.399
H 0.020 1.112 -2.324
H 0.616 1.617 -0.722
H -0.950 1.836 -1.227
H 1.849 0.111 -0.918
H 1.543 -1.411 -0.792
*
```

=====

Record 4
Molecular formula: C4H8N2O2
Method: DFT, ωB97M-V/def2-TZVPD

LUMO level: 0.74 eV
Structure (SMILES): O=CNN1C[C@H]1CO
ΔE to the lowest compared entry with this formula, charge and spin: 135.64 kcal per mole

ORCA input file:
```
! RIJCOSX wB97M-V def2-TZVPD def2/J DEFGRID3
* xyz 0 1
O -0.112 1.827 0.989
C -1.063 1.269 1.575
N -1.282 -0.091 1.139
N -0.934 -0.447 -0.176
C -0.907 -1.857 -0.634
C 0.386 -0.980 -0.341
C 1.353 -0.332 -1.452
O 2.318 0.726 -1.012
H -1.428 1.651 2.609
H -2.075 -0.829 1.421
H -1.375 -2.204 -1.569
H -1.502 -2.566 0.139
H 0.920 -1.291 0.651
H 0.912 -0.036 -2.388
H 2.046 -1.206 -1.770
H 1.752 1.231 -0.538
*
```

=====

Record 5
Molecular formula: C6H7NO2S
Method: DFT, ωB97M-V/def2-TZVPD

LUMO level: -0.08 eV
ΔE to the lowest compared entry with this formula, charge and spin: 120.19 kcal per mole

ORCA input file:
```
! RIJCOSX wB97M-V def2-TZVPD def2/J DEFGRID3
* xyz 0 1
C 1.801 0.831 -0.305
C 2.845 0.051 -0.731
C 0.234 0.177 1.519
C -2.444 0.498 -1.140
C -2.821 0.270 1.283
C -3.245 0.644 -0.108
N 1.013 0.397 0.664
O -1.789 0.578 -2.126
O 4.232 -2.160 -1.014
S 3.400 -1.333 0.177
H 1.340 1.624 -0.853
H 3.615 0.207 -1.472
H -2.698 -0.800 1.315
H -1.772 0.480 1.621
H -3.581 0.603 2.066
H 4.145 -3.202 -0.838
H -4.274 1.136 -0.059
*
```

=====

Record 6
Molecular formula: C31H31BrN7O5ReSSe
Method: DFT, ωB97M-V/def2-TZVPD

LUMO level (spin up / spin down): -3.15 / -4.51 eV
⟨S²⟩: 3.772

ORCA input file:
```
! RIJCOSX wB97M-V def2-TZVPD def2/J DEFGRID3
* xyz 1 4
Re -0.972 0.868 0.098
O 1.480 2.388 -2.324
C 0.577 3.257 -1.803
C 1.269 4.514 -1.428
C 0.753 5.618 -0.889
C -0.620 5.816 -0.465
C -1.615 4.931 -0.549
C -1.588 3.581 -1.155
C -2.825 2.728 -0.803
O -2.574 2.194 0.434
N -2.974 1.619 -1.801
N -2.494 0.462 -1.263
C -3.060 -0.669 -1.490
C -2.863 -1.801 -0.635
Br -2.137 -1.271 1.080
C -3.351 -3.026 -0.893
C -3.376 -4.220 -0.060
C -4.497 -5.056 -0.142
C -4.597 -6.176 0.662
C -3.568 -6.496 1.537
C -2.429 -5.705 1.585
C -2.326 -4.574 0.793
H 1.020 1.592 -2.655
H 2.319 4.474 -1.690
H 1.424 6.452 -0.727
H -0.843 6.778 -0.020
H -2.581 5.204 -0.139
H -3.739 3.329 -0.819
H -3.877 1.549 -2.252
H -3.809 -0.748 -2.275
H -3.854 -3.115 -1.854
H -5.304 -4.798 -0.816
H -5.474 -6.807 0.600
H -3.646 -7.372 2.167
H -1.605 -5.969 2.235
H -1.409 -4.008 0.792
N 7.050 -1.778 1.683
C 5.721 -1.662 1.403
C 4.970 -0.595 1.920
C 3.625 -0.489 1.643
C 3.011 -1.436 0.831
C 3.739 -2.491 0.297
C 5.082 -2.601 0.575
S 1.255 -1.444 0.760
O 0.810 -0.902 2.019
O 0.804 -2.764 0.403
N 0.645 -0.363 -0.413
C 0.927 -0.788 -1.691
N 1.926 -1.658 -1.872
C 2.104 -2.149 -3.085
C 1.300 -1.794 -4.157
C 0.366 -0.813 -3.897
N 0.184 -0.285 -2.687
H 7.472 -1.193 2.378
H 7.541 -2.611 1.417
H 5.451 0.132 2.562
H 3.027 0.304 2.073
H 3.230 -3.222 -0.314
H 5.656 -3.427 0.171
H 2.930 -2.843 -3.201
H 1.425 -2.223 -5.139
H -0.261 -0.406 -4.683
C -1.139 2.841 3.257
C -0.157 3.842 2.606
C 0.859 2.938 1.884
O 0.262 1.628 1.831
C -0.408 1.513 3.108
H -2.067 2.805 2.692
H -1.366 3.072 4.296
H 0.341 4.462 3.349
H -0.672 4.494 1.907
H 1.777 2.856 2.471
H 1.114 3.253 0.877
H 0.358 1.388 3.879
H -1.043 0.633 3.101
Se -1.383 2.424 -3.949
C -0.826 3.193 -2.358
N -0.473 2.615 -0.980
*
```

=====

Record 7
Molecular formula: C5H8O2
Method: DFT, ωB97M-V/def2-TZVPD

LUMO level: 0.61 eV
Structure (SMILES): C=C(O)C#CC.O
ΔE to the lowest compared entry with this formula, charge and spin: 101.90 kcal per mole

ORCA input file:
```
! RIJCOSX wB97M-V def2-TZVPD def2/J DEFGRID3
* xyz 0 1
C -2.504 1.276 0.197
C -1.654 0.246 0.226
O -2.141 -1.017 0.513
C -0.253 0.378 -0.059
C 0.817 -0.292 -0.104
C 1.646 -1.467 -0.377
H -2.138 2.278 0.048
H -3.561 1.124 0.348
H -1.410 -1.584 0.780
H 2.413 -1.600 0.389
H 2.148 -1.370 -1.341
H 1.011 -2.354 -0.414
O 2.052 1.214 -0.338
H 2.537 1.611 0.398
H 1.037 1.558 -0.266
*
```

=====

Record 8
Molecular formula: C4H5NO2
Method: DFT, ωB97M-V/def2-TZVPD

LUMO level: 0.87 eV
ΔE to the lowest compared entry with this formula, charge and spin: 62.19 kcal per mole

ORCA input file:
```
! RIJCOSX wB97M-V def2-TZVPD def2/J DEFGRID3
* xyz 0 1
O -1.042 2.942 -0.460
C -0.613 2.206 0.290
C -0.879 -0.565 0.553
C -0.170 -1.458 -0.357
N 0.635 -0.627 0.536
C 1.476 0.354 -0.056
O 1.239 1.002 -1.045
H -1.204 -0.849 1.546
H -1.556 0.152 0.080
H -0.183 -1.118 -1.394
H -0.133 -2.524 -0.184
H 2.429 0.485 0.494
*
```

=====

Record 9
Molecular formula: C24H64BF4O8V
Method: DFT, ωB97M-V/def2-TZVPD

LUMO level (spin up / spin down): -3.93 / -3.79 eV
⟨S²⟩: 3.753
ΔE to the lowest compared entry with this formula, charge and spin: 40.78 kcal per mole

ORCA input file:
```
! RIJCOSX wB97M-V def2-TZVPD def2/J DEFGRID3
* xyz 1 4
V -0.779 2.214 1.068
B -0.412 -0.917 -0.036
F -0.140 0.066 0.900
F -1.020 -0.249 -1.035
F 0.832 -1.455 -0.506
F -1.275 -1.830 0.483
C -3.086 2.465 -2.435
C -3.276 2.981 -1.023
C -4.719 2.957 -0.505
O -2.618 2.095 -0.201
H -3.672 3.063 -3.134
H -3.455 1.439 -2.456
H -2.057 2.546 -2.783
H -2.781 3.945 -0.899
H -4.828 3.122 0.566
H -5.164 1.987 -0.733
H -5.344 3.669 -1.045
H -3.186 1.319 -0.310
C 2.025 2.868 -2.653
C 1.481 3.027 -1.166
C 1.091 4.505 -0.942
O 0.241 2.345 -1.060
H 2.869 3.559 -2.647
H 1.365 3.295 -3.409
H 2.397 1.927 -3.056
H 2.286 2.727 -0.495
H 0.864 4.565 0.126
H 0.170 4.806 -1.441
H 1.894 5.218 -1.127
H -0.062 1.920 -1.867
C 0.006 -0.130 -4.909
C 0.577 -1.050 -3.905
C -0.414 -2.186 -3.548
O 1.622 -1.855 -4.450
H -0.869 0.290 -4.409
H -0.315 -0.551 -5.862
H 0.684 0.676 -5.196
H 0.758 -0.418 -3.033
H -1.388 -1.714 -3.402
H -0.109 -2.797 -2.699
H -0.535 -2.924 -4.341
H 2.083 -2.343 -3.756
C -5.788 -1.485 -0.024
C -4.311 -1.817 -0.170
C -3.942 -2.235 -1.596
O -3.612 -0.615 0.095
H -6.455 -2.311 -0.268
H -6.019 -0.757 -0.804
H -6.005 -0.966 0.909
H -3.990 -2.633 0.480
H -4.486 -3.085 -2.010
H -2.893 -2.470 -1.773
H -4.232 -1.379 -2.208
H -2.685 -0.846 0.001
C 3.121 1.058 1.938
C 1.998 1.520 2.879
C 2.442 2.068 4.247
O 1.080 2.466 2.203
H 2.679 0.553 1.078
H 3.938 0.525 2.421
H 3.597 1.886 1.408
H 1.417 0.637 3.146
H 3.396 2.597 4.254
H 2.649 1.270 4.961
H 1.654 2.679 4.688
H 1.384 3.365 2.359
C 1.523 -2.313 3.670
C 2.254 -3.393 2.916
C 3.105 -2.747 1.735
O 3.172 -4.016 3.761
H 2.194 -1.776 4.343
H 0.764 -2.739 4.327
H 1.119 -1.542 3.014
H 1.504 -4.081 2.521
H 3.847 -3.509 1.500
H 3.499 -1.773 2.020
H 2.469 -2.705 0.850
H 2.742 -4.639 4.351
C 4.507 -3.379 -3.199
C 3.850 -2.634 -1.982
C 4.312 -1.204 -1.906
O 2.479 -2.761 -2.055
H 4.196 -4.411 -3.359
H 5.594 -3.302 -3.182
H 4.229 -2.935 -4.157
H 4.052 -3.060 -0.996
H 4.146 -0.722 -2.872
H 5.370 -1.008 -1.735
H 3.733 -0.684 -1.141
H 2.120 -2.262 -1.315
C -1.023 1.335 4.851
C -1.681 0.637 3.633
C -2.844 -0.286 3.844
O -2.155 1.687 2.741
H -1.692 1.497 5.694
H -0.619 2.250 4.416
H -0.112 0.786 5.090
H -0.989 0.066 3.013
H -3.710 0.227 4.265
H -2.533 -1.077 4.525
H -3.088 -0.683 2.858
H -3.014 1.956 3.078
*
```

=====

Record 10
Molecular formula: C5H9Cl3Si
Method: DFT, ωB97M-V/def2-TZVPD

LUMO level: -0.06 eV
Structure (SMILES): C[Si](C)(Cl)Cl.ClC1=CC1
ΔE to the lowest compared entry with this formula, charge and spin: 58.82 kcal per mole

ORCA input file:
```
! RIJCOSX wB97M-V def2-TZVPD def2/J DEFGRID3
* xyz 0 1
C 0.996 -1.367 0.130
Si 1.102 0.519 0.554
C 2.506 0.842 1.861
Cl -0.563 2.096 0.731
Cl 2.078 1.351 -1.171
H 2.026 -1.811 0.172
H 0.412 -1.697 0.986
H 0.513 -1.742 -0.757
H 2.989 -0.199 2.074
H 3.265 1.543 1.375
H 2.094 1.397 2.734
Cl -3.013 -2.011 0.206
C -2.446 -0.698 -0.714
C -1.618 -0.316 -1.670
C -3.036 0.472 -1.433
H -0.647 -0.026 -1.900
H -2.824 1.433 -1.042
H -3.832 0.214 -2.135
*
```

=====

Record 11
Molecular formula: C4H10N2O
Method: DFT, ωB97M-V/def2-TZVPD

LUMO level: 0.91 eV
Structure (SMILES): CCC(=O)NCN
ΔE to the lowest compared entry with this formula, charge and spin: 18.10 kcal per mole

ORCA input file:
```
! RIJCOSX wB97M-V def2-TZVPD def2/J DEFGRID3
* xyz 0 1
C 0.229 -1.840 1.076
C 0.867 -1.140 -0.127
C -0.246 -0.683 -1.049
O -0.609 -1.434 -1.937
N -0.902 0.482 -0.810
C -0.584 1.477 0.219
N 0.224 2.582 -0.186
H -0.639 -2.443 0.841
H 0.945 -2.489 1.604
H 0.006 -1.107 1.845
H 1.553 -0.381 0.250
H 1.465 -1.819 -0.726
H -1.780 0.569 -1.309
H -1.533 1.826 0.615
H -0.051 0.944 0.998
H -0.134 3.124 -0.960
H 1.188 2.331 -0.343
*
```

=====

Record 12
Molecular formula: H15NO6
Method: DFT, ωB97M-V/def2-TZVPD

LUMO level: 0.13 eV
Structure (SMILES): N.O.O.O.O.O.O
ΔE to the lowest compared entry with this formula, charge and spin: 27.52 kcal per mole

ORCA input file:
```
! RIJCOSX wB97M-V def2-TZVPD def2/J DEFGRID3
* xyz 0 1
N -2.664 2.810 -1.339
H -3.042 2.654 -0.427
H -3.454 3.126 -1.855
H -2.211 2.014 -1.697
O -2.167 -0.530 -0.801
H -1.390 0.012 -0.764
H -2.554 -0.404 0.078
O 0.452 -3.496 2.651
H 0.560 -2.539 2.531
H 0.324 -3.549 3.608
O 0.001 1.176 0.069
H 0.858 1.482 -0.257
H 0.105 0.893 0.996
O 2.221 0.852 -2.131
H 2.895 0.144 -2.093
H 2.577 1.443 -2.802
O 1.441 0.205 2.335
H 2.250 -0.048 1.898
H 1.705 0.726 3.091
O 1.074 -2.454 -1.050
H 0.434 -2.556 -0.337
H 0.584 -1.961 -1.704
*
```

=====

Number 1: calculated total energy -12000.9776 eV. Number 2: calculated total energy -30229.4199 eV. Number 3: calculated total energy -6825.8175 eV. Number 4: calculated total energy -11348.2311 eV. Number 5: calculated total energy -22750.6908 eV. Number 6: calculated total energy -201661.6097 eV. Number 7: calculated total energy -9405.4135 eV. Number 8: calculated total energy -9811.6180 eV. Number 9: calculated total energy -79540.1541 eV. Number 10: calculated total energy -50774.9762 eV. Number 11: calculated total energy -9338.2028 eV. Number 12: calculated total energy -14018.6427 eV.